# C15H10Cl5O8PPtTe

A molecular structure, C15H10Cl5O8PPtTe at a distorted geometry (ωB97M-V/def2-TZVPD, the OMol25 dataset).

The geometry in XYZ format:
```
41
C15H10Cl5O8PPtTe (ωB97M-V/def2-TZVPD)
Pt 0.16 -0.22 -0.12
O 4.41 4.64 0.02
C 3.59 3.73 0.06
C 2.10 3.88 0.01
O 1.49 4.95 0.03
C 1.56 2.52 -0.08
C 2.63 1.57 0.10
O 2.45 0.33 0.19
C 3.91 2.28 0.13
O 5.04 1.78 0.18
O 0.36 2.19 -0.29
Cl -2.95 -0.12 0.49
C -2.05 -0.08 1.96
C -0.66 -0.11 1.85
C 0.03 -0.07 3.06
Cl 1.75 -0.09 3.03
C -0.61 -0.02 4.29
Cl 0.30 0.02 5.76
C -1.99 0.00 4.36
Cl -2.79 0.05 5.88
C -2.73 -0.03 3.17
Cl -4.45 -0.01 3.25
C 0.36 -5.91 -3.42
C 1.10 -4.64 -3.01
O 0.60 -4.21 -1.78
P 0.81 -2.72 -1.09
O 0.19 -2.87 0.23
Te 0.09 -1.01 -2.63
O 2.43 -2.66 -0.92
C 3.30 -2.40 -2.00
C 3.99 -1.05 -1.88
H 0.87 -6.40 -4.26
H -0.66 -5.68 -3.69
H 0.35 -6.60 -2.58
H 0.97 -3.86 -3.77
H 2.18 -4.86 -2.91
H 2.75 -2.44 -2.95
H 4.04 -3.21 -2.00
H 3.29 -0.25 -2.10
H 4.82 -0.99 -2.57
H 4.35 -0.90 -0.86
```

Properties
F_max	0.0463	hartree/bohr
⟨S²⟩	2.01
total charge	-2
calculated total energy	-114540.584	eV
spin multiplicity	3